(1)
C11H16BBaClN6 | the ωB97M-V functional and the def2-TZVPD basis

Geometry as XYZ:
```
36
Properties=species:S:1:pos:R:3:lowdin_charge:R:1
H 3.197 0.252 0.531 0.064
N 1.713 -0.878 -0.484 -0.030
B 0.484 -2.675 -1.797 -0.492
N 1.741 -2.130 -1.067 -0.050
C 2.960 -2.676 -0.943 -0.077
Ba -0.662 0.946 -0.658 1.855
H 3.176 -3.657 -1.347 0.115
C 3.783 -1.754 -0.245 -0.067
H 4.798 -1.886 0.010 0.068
C 2.951 -0.651 0.019 -0.172
H 0.719 -3.676 -2.340 0.106
C -2.757 1.858 -1.278 -0.529
H -2.797 2.827 -0.775 -0.082
H -3.099 0.993 -0.630 -0.068
H -2.244 1.849 -2.297 -0.097
N 0.043 -1.586 -2.854 0.009
N -0.679 -2.844 -0.785 -0.043
N -0.349 -0.237 -2.427 -0.378
N -1.197 -1.744 -0.120 -0.071
C 0.013 -1.679 -4.172 -0.054
C -1.371 -3.948 -0.462 -0.071
H 0.306 -2.606 -4.620 0.122
H -1.109 -4.906 -0.892 0.118
C -0.414 -0.442 -4.735 -0.049
C -2.387 -3.579 0.452 -0.064
C -0.636 0.422 -3.680 -0.126
C -2.235 -2.194 0.633 -0.147
H -0.520 -0.259 -5.737 0.066
H -3.100 -4.222 0.893 0.073
H -0.973 1.452 -3.669 0.085
H -2.811 -1.527 1.241 0.095
H 0.163 2.408 0.631 -0.240
Cl 1.152 1.557 2.210 0.552
C 0.167 2.844 1.526 -0.566
H -0.701 3.125 2.150 0.081
H 0.720 3.736 1.209 0.064
```

Values from the calculation:
Calculated total energy, eV: -34496.0807
Kohn-Sham gap, eV: 5.583
Total charge: 0
Highest occupied orbital energy, eV: -5.75

=====

(2)
C11H16Br2CdN | the ωB97M-V functional and the def2-TZVPD basis

Geometry as XYZ:
```
31
Properties=species:S:1:pos:R:3:lowdin_charge:R:1
Cd -1.117 -0.494 0.994 1.038
Br -1.061 0.402 4.536 0.511
C -1.775 -0.871 3.340 -0.733
Br -2.193 -2.852 0.272 -0.425
H -2.851 -0.934 3.363 -0.039
H -1.211 -1.793 3.328 -0.045
C -0.660 1.435 -1.768 -0.120
N -0.758 -0.001 -1.602 -0.347
C -1.739 -0.570 -2.504 -0.154
C 0.534 -0.664 -1.731 -0.217
C 1.501 -0.265 -0.635 -0.303
C 2.813 0.049 -0.970 -0.084
C 3.734 0.379 0.015 -0.128
C 3.321 0.397 1.338 -0.133
C 2.001 0.093 1.658 -0.167
C 1.046 -0.244 0.695 -0.200
H -0.399 1.709 -2.805 0.082
H 0.102 1.835 -1.099 0.079
H -1.614 1.897 -1.508 0.072
H -1.457 -0.425 -3.563 0.079
H -2.706 -0.091 -2.341 0.081
H -1.857 -1.633 -2.298 0.012
H 0.983 -0.463 -2.723 0.113
H 0.340 -1.739 -1.670 0.106
H 3.117 0.038 -2.013 0.094
H 4.757 0.622 -0.249 0.085
H 4.026 0.657 2.122 0.085
H 1.710 0.132 2.705 0.055
C -2.561 0.935 1.509 -0.197
H -3.619 0.853 1.249 -0.081
H -2.406 1.604 2.355 -0.119
```

Values from the calculation:
Calculated total energy, eV: -157804.4307
Kohn-Sham gap (alpha / beta), eV: 7.541 / 7.130
Total charge: -1
Highest occupied orbital energy (alpha / beta), eV: -4.56 / -4.50
Energy above the lowest of the compared OMol25 structures with the same formula, charge and spin, kJ/mol: 235.88

=====

(3)
C11H16BrCl2NO4P2S | the ωB97M-V functional and the def2-TZVPD basis

Geometry as XYZ:
```
38
Properties=species:S:1:pos:R:3:lowdin_charge:R:1
O 4.653 -0.803 1.010 0.021
C 3.771 -0.291 0.422 -0.894
Br 2.623 0.974 1.398 0.689
C 3.528 -0.443 -1.047 -0.385
P 2.654 -1.983 -1.673 0.790
C 0.821 -1.707 -1.772 -0.413
C 0.152 -0.639 -0.915 -0.255
C -0.568 -1.111 0.348 -0.241
C -1.444 -2.347 0.245 -0.287
S -2.965 -2.041 -0.645 0.338
O -4.059 -2.018 0.272 -0.333
O -2.797 -0.974 -1.576 -0.330
Cl -3.135 -3.777 -1.707 0.382
P 2.789 -3.664 -0.268 0.325
O 4.415 -3.738 -0.094 -0.439
Cl 2.263 -2.979 1.602 0.228
H 4.522 -0.502 -1.482 0.078
H 3.032 0.431 -1.460 0.071
H 0.652 -1.458 -2.817 0.068
H 0.389 -2.697 -1.635 0.045
H -0.585 -0.137 -1.534 0.095
H 0.850 0.130 -0.614 0.042
H -1.212 -0.291 0.665 0.098
H 0.120 -1.268 1.175 0.061
H -1.791 -2.632 1.234 0.108
H -0.962 -3.224 -0.177 0.067
H 4.744 -4.195 -0.881 0.042
C -2.159 5.124 1.110 -0.080
C -1.081 4.509 1.728 -0.071
C -0.991 3.128 1.668 -0.156
N -1.886 2.361 1.051 0.057
C -2.916 2.960 0.461 -0.145
C -3.096 4.336 0.463 -0.071
H -2.266 6.201 1.133 0.105
H -0.326 5.085 2.245 0.101
H -0.164 2.603 2.136 0.082
H -3.624 2.305 -0.033 0.107
H -3.951 4.774 -0.033 0.101
```

Values from the calculation:
Calculated total energy, eV: -145847.2295
Kohn-Sham gap, eV: 9.240
Total charge: 0
Highest occupied orbital energy, eV: -8.96
Structure (SMILES): O=C(Br)CP(CCCCS(=O)(=O)Cl)#P(O)Cl.c1ccncc1

=====

(4)
C11H16CeO5P | the ωB97M-V functional and the def2-TZVPD basis

Geometry as XYZ:
```
34
Properties=species:S:1:pos:R:3:lowdin_charge:R:1
O 0.834 -5.547 -0.950 0.100
C 0.918 -4.447 -0.622 0.051
Ce -0.281 -0.506 -0.052 0.883
O 2.526 -2.066 0.862 0.281
C 1.699 -1.263 0.759 -0.053
C 0.980 1.936 0.747 0.051
O 1.206 2.822 1.464 0.196
C -1.787 1.002 -0.734 -0.060
O -2.819 1.312 -1.206 0.296
C 0.981 0.387 -1.782 -0.035
O 1.317 0.254 -2.875 0.312
H -0.889 -1.896 -0.900 -0.025
C -2.940 2.475 2.725 -0.106
C -2.006 1.544 3.518 -0.335
P -1.317 0.228 2.439 0.918
C -0.050 -0.499 3.564 -0.357
C -0.471 -0.775 5.012 -0.077
C -2.839 -0.741 2.027 -0.372
C -3.795 -1.102 3.177 -0.071
H -2.436 2.902 1.848 0.072
H -3.251 3.298 3.376 0.106
H -3.844 1.959 2.372 0.083
H -1.132 2.089 3.940 0.117
H -2.522 1.045 4.365 0.107
H 0.398 -1.387 3.079 0.072
H 0.754 0.265 3.560 0.106
H -1.260 -1.524 5.085 0.086
H 0.388 -1.145 5.581 0.110
H -0.811 0.139 5.511 0.089
H -3.377 -0.132 1.274 0.086
H -2.523 -1.649 1.472 0.082
H -4.187 -0.215 3.685 0.089
H -4.662 -1.649 2.784 0.111
H -3.323 -1.748 3.920 0.087
```

Values from the calculation:
Calculated total energy, eV: -44082.8698
Kohn-Sham gap (alpha / beta), eV: 6.046 / 6.045
Total charge: +3
Highest occupied orbital energy (alpha / beta), eV: -20.76 / -20.76

=====

no.,F_max (eV/Å)
1,9.89
2,1.06
3,0.58
4,11.60